# 1
192
Properties=species:S:1:pos:R:3 method="wB97M-V/def2-TZVPD" energy_ev=-91974.0783 lumo_ev=0.13 smiles=COCCNCCOC.COCCNCCOC.COCCNCCOC.COCCNCCOC.COCCNCCOC.CC(C)O.CC(C)O.CC(C)O.CC(C)O.CC(C)O.CC(C)O
C -2.582 1.396 -1.651
O -2.254 2.135 -2.831
C -3.347 2.645 -3.549
C -3.961 3.886 -2.876
N -4.910 4.539 -3.768
C -4.326 5.297 -4.881
C -3.550 6.500 -4.400
O -3.335 7.398 -5.488
C -2.537 8.510 -5.165
H -1.740 1.429 -0.963
H -2.720 0.336 -1.876
H -3.479 1.818 -1.203
H -4.169 1.929 -3.640
H -2.966 2.928 -4.528
H -3.193 4.609 -2.581
H -4.502 3.534 -1.996
H -5.618 5.112 -3.338
H -5.142 5.563 -5.556
H -3.754 4.623 -5.521
H -2.574 6.262 -3.965
H -4.137 7.084 -3.679
H -3.019 9.077 -4.360
H -2.417 9.134 -6.044
H -1.558 8.200 -4.786
C -9.364 1.564 -1.895
O -8.302 1.616 -0.966
C -8.742 1.372 0.339
C -7.601 1.351 1.350
N -6.629 0.303 1.151
C -5.604 0.306 2.189
C -4.571 -0.764 1.971
O -3.719 -0.416 0.888
C -2.663 -1.337 0.702
H -8.930 1.849 -2.856
H -10.068 2.371 -1.657
H -9.852 0.594 -2.008
H -9.270 0.414 0.399
H -9.401 2.158 0.736
H -8.010 1.217 2.355
H -7.100 2.335 1.349
H -6.137 0.317 0.266
H -6.060 0.137 3.174
H -5.194 1.313 2.373
H -5.010 -1.736 1.730
H -3.976 -0.878 2.887
H -2.905 -2.404 0.682
H -1.953 -1.130 1.512
H -2.206 -1.097 -0.260
C -2.776 -6.233 -6.802
O -1.864 -5.258 -6.307
C -1.638 -4.275 -7.308
C -0.664 -3.237 -6.770
N -1.341 -2.434 -5.733
C -0.398 -1.457 -5.181
C -0.968 -0.886 -3.870
O -0.837 -1.869 -2.867
C 0.241 -1.640 -1.989
H -2.525 -6.577 -7.810
H -3.785 -5.816 -6.817
H -2.685 -7.090 -6.137
H -2.551 -3.789 -7.667
H -1.159 -4.785 -8.156
H -0.354 -2.585 -7.588
H 0.206 -3.740 -6.330
H -1.630 -3.111 -5.034
H -0.262 -0.632 -5.882
H 0.560 -1.951 -4.974
H -2.008 -0.613 -4.061
H -0.483 0.080 -3.695
H 0.143 -2.387 -1.196
H 0.166 -0.663 -1.493
H 1.209 -1.755 -2.489
C 11.853 -3.834 1.121
O 10.928 -3.754 2.183
C 9.974 -4.794 2.207
C 8.869 -4.392 3.149
N 7.973 -3.411 2.535
C 6.923 -2.952 3.447
C 6.232 -1.729 2.907
O 5.446 -2.123 1.784
C 5.094 -0.999 0.992
H 12.420 -2.906 1.069
H 11.320 -4.005 0.183
H 12.598 -4.613 1.323
H 10.432 -5.709 2.611
H 9.627 -5.029 1.194
H 9.218 -3.919 4.066
H 8.322 -5.308 3.424
H 7.502 -3.782 1.717
H 7.401 -2.701 4.399
H 6.199 -3.745 3.678
H 6.965 -0.942 2.716
H 5.517 -1.362 3.654
H 4.605 -0.166 1.507
H 4.417 -1.376 0.230
H 5.978 -0.550 0.531
C -0.761 -5.245 -3.010
O -0.740 -5.127 -1.606
C -1.838 -5.719 -0.972
C -1.697 -5.397 0.510
N -0.578 -6.181 1.062
C -0.089 -5.656 2.323
C 0.795 -4.414 2.187
O 1.976 -4.899 1.558
C 3.015 -3.943 1.598
H -0.671 -6.299 -3.286
H 0.088 -4.745 -3.479
H -1.623 -4.762 -3.478
H -1.928 -6.797 -1.138
H -2.775 -5.211 -1.256
H -2.613 -5.674 1.040
H -1.463 -4.332 0.641
H 0.151 -6.025 0.366
H 0.601 -6.361 2.801
H -0.889 -5.647 3.068
H 1.047 -4.012 3.175
H 0.361 -3.639 1.546
H 3.966 -4.390 1.337
H 3.112 -3.443 2.571
H 2.763 -3.084 0.964
C -0.003 1.153 0.625
C 1.017 0.712 1.653
C 1.403 -0.743 1.413
O 2.185 1.552 1.545
H 0.220 0.767 -0.373
H -0.173 2.228 0.618
H -0.950 0.652 0.864
H 0.549 0.787 2.642
H 2.144 -0.988 2.178
H 1.918 -0.830 0.455
H 0.520 -1.369 1.504
H 1.859 2.450 1.377
C 1.217 6.547 2.425
C 1.500 5.058 2.500
C 0.749 4.373 3.633
O 1.162 4.403 1.279
H 1.770 7.023 1.619
H 1.600 7.009 3.347
H 0.157 6.787 2.515
H 2.563 4.840 2.638
H -0.320 4.419 3.392
H 0.876 4.806 4.625
H 1.008 3.313 3.656
H 0.198 4.412 1.109
C 2.057 2.460 -2.412
C 3.434 1.949 -2.001
C 4.191 3.035 -1.252
O 3.240 0.855 -1.071
H 1.423 1.700 -2.872
H 2.195 3.268 -3.140
H 1.483 2.898 -1.591
H 3.927 1.607 -2.908
H 5.081 2.636 -0.757
H 3.609 3.493 -0.451
H 4.602 3.780 -1.940
H 2.719 1.251 -0.355
C -1.788 6.777 -0.244
C -2.027 5.282 -0.378
C -1.213 4.726 -1.532
O -1.618 4.612 0.827
H -2.501 7.269 0.419
H -1.860 7.303 -1.199
H -0.753 6.908 0.072
H -3.088 5.081 -0.559
H -1.120 3.640 -1.580
H -0.187 5.104 -1.510
H -1.681 5.058 -2.460
H -2.284 4.723 1.512
C 3.070 -0.367 5.211
C 3.075 1.130 4.827
C 3.592 1.981 5.989
O 3.879 1.390 3.706
H 2.681 -0.958 4.380
H 2.342 -0.545 6.007
H 4.056 -0.696 5.535
H 2.017 1.382 4.668
H 3.197 1.635 6.943
H 3.209 3.001 5.879
H 4.676 2.058 5.926
H 3.362 1.174 2.896
C -1.404 -3.501 5.563
C -1.710 -2.477 4.474
C -0.547 -1.541 4.188
O -1.937 -3.164 3.235
H -2.242 -4.188 5.706
H -1.237 -3.034 6.537
H -0.529 -4.086 5.279
H -2.681 -2.000 4.665
H 0.272 -2.083 3.720
H -0.147 -1.138 5.124
H -0.830 -0.651 3.627
H -2.739 -3.691 3.301

# 2
211
Properties=species:S:1:pos:R:3 method="wB97M-V/def2-TZVPD" spin_multiplicity=4 energy_ev=-195801.6223 lumo_ev="-1.24 / -1.79" s2=3.7557
Co -1.827 -0.412 2.898
N -3.092 -1.855 3.069
S -3.765 -2.762 2.095
O -5.217 -2.721 1.999
O -3.071 -4.000 1.715
F -3.530 -1.763 0.807
S -3.669 -2.700 4.391
O -2.901 -3.888 4.721
O -5.113 -2.749 4.716
F -3.112 -1.742 5.498
N -0.534 0.191 1.533
S 0.595 1.495 1.220
O 0.449 2.365 0.070
O 1.967 1.285 1.690
F -0.064 2.468 2.307
S -0.244 -0.338 0.100
O 1.122 -0.771 -0.295
O -1.134 0.217 -0.934
F -0.889 -1.778 0.535
C 2.667 -5.238 0.661
C 3.012 -6.196 -0.580
C 2.498 -7.679 -0.352
O 2.391 -5.859 -1.788
H 1.639 -4.916 0.493
H 3.423 -4.454 0.700
H 2.750 -5.807 1.587
H 4.100 -6.248 -0.617
H 2.512 -8.351 -1.210
H 1.465 -7.679 -0.005
H 3.088 -8.128 0.447
H 2.871 -5.075 -2.066
C -1.903 0.899 7.041
C -2.359 1.576 5.693
C -2.476 3.074 5.847
O -1.527 1.280 4.602
H -2.164 -0.152 7.166
H -2.376 1.360 7.907
H -0.822 0.892 7.188
H -3.369 1.194 5.545
H -3.300 3.411 6.476
H -2.671 3.486 4.857
H -1.556 3.515 6.231
H -0.634 1.224 4.950
C -1.531 -5.123 -3.308
C -0.545 -3.947 -3.221
C -1.250 -2.696 -3.753
O -0.105 -3.877 -1.845
H -1.627 -5.516 -4.321
H -2.530 -4.924 -2.921
H -1.104 -5.963 -2.761
H 0.272 -4.199 -3.896
H -1.446 -1.954 -2.980
H -2.269 -2.742 -4.136
H -0.601 -2.245 -4.504
H 0.372 -4.664 -1.571
C 3.781 4.696 0.354
C 4.146 4.639 1.868
C 4.897 3.310 2.165
O 4.945 5.658 2.367
H 3.127 3.842 0.180
H 4.636 4.794 -0.314
H 3.103 5.545 0.263
H 3.203 4.582 2.411
H 4.294 2.426 1.958
H 5.176 3.182 3.211
H 5.682 3.145 1.426
H 4.524 6.490 2.137
C -1.223 1.769 -7.385
C -1.676 0.332 -7.652
C -1.454 -0.559 -6.470
O -2.949 0.314 -8.111
H -1.361 2.293 -8.330
H -0.181 1.752 -7.064
H -1.806 2.376 -6.693
H -1.050 -0.133 -8.413
H -1.684 -1.600 -6.695
H -1.994 -0.233 -5.581
H -0.430 -0.611 -6.099
H -3.084 -0.593 -8.394
C 1.779 -2.603 3.428
C 0.372 -2.666 4.055
C 0.321 -3.275 5.541
O -0.091 -1.278 4.001
H 2.415 -2.022 4.096
H 1.813 -2.205 2.414
H 2.295 -3.550 3.585
H -0.319 -3.210 3.411
H 0.224 -4.345 5.723
H -0.641 -2.879 5.868
H 0.928 -2.781 6.300
H 0.492 -0.758 4.559
C -1.364 2.681 -2.638
C -2.229 3.254 -1.410
C -3.324 4.124 -1.970
O -2.902 2.177 -0.673
H -1.255 3.467 -3.386
H -1.917 1.953 -3.230
H -0.352 2.282 -2.575
H -1.570 3.762 -0.706
H -3.841 3.489 -2.689
H -2.989 5.001 -2.525
H -4.021 4.621 -1.295
H -2.471 1.394 -1.024
C 1.080 6.992 -5.744
C 1.483 5.857 -4.809
C 0.695 4.599 -5.178
O 2.811 5.573 -4.837
H 1.646 7.877 -5.453
H 0.031 7.191 -5.525
H 1.345 6.863 -6.794
H 1.347 6.141 -3.765
H 1.119 4.163 -6.082
H -0.345 4.902 -5.302
H 0.823 3.821 -4.424
H 3.201 6.450 -4.805
C -4.474 3.000 2.617
C -4.497 1.448 2.650
C -5.634 0.921 1.764
O -3.292 0.938 2.096
H -5.093 3.487 3.370
H -4.719 3.219 1.577
H -3.479 3.444 2.667
H -4.517 1.088 3.679
H -6.484 1.564 1.994
H -5.941 -0.066 2.112
H -5.398 0.968 0.701
H -3.265 1.311 1.212
C -6.002 1.849 -3.337
C -5.074 0.617 -3.040
C -5.718 -0.481 -2.120
O -4.626 0.000 -4.194
H -6.196 2.158 -2.310
H -6.928 1.447 -3.749
H -5.514 2.620 -3.934
H -4.179 1.016 -2.564
H -6.065 -0.043 -1.184
H -4.932 -1.190 -1.861
H -6.526 -1.038 -2.595
H -4.603 0.583 -4.957
C 4.928 -1.105 2.254
C 4.629 -1.445 0.725
C 4.863 -0.287 -0.227
O 5.386 -2.541 0.380
H 4.245 -0.341 2.625
H 5.969 -0.791 2.323
H 4.858 -1.973 2.908
H 3.612 -1.814 0.592
H 4.654 -0.561 -1.261
H 5.867 0.137 -0.224
H 4.376 0.558 0.259
H 4.958 -2.917 -0.393
C -1.122 5.828 1.280
C -1.784 6.961 1.968
C -2.177 6.601 3.437
O -1.116 8.195 1.927
H -1.193 5.921 0.196
H -1.620 4.901 1.566
H -0.058 5.692 1.474
H -2.821 7.060 1.645
H -1.294 6.213 3.945
H -2.972 5.861 3.532
H -2.452 7.417 4.105
H -1.764 8.879 2.108
C 4.028 -3.495 -4.516
C 4.801 -3.563 -3.188
C 5.841 -2.480 -3.121
O 3.959 -3.195 -2.136
H 3.342 -2.649 -4.557
H 3.544 -4.399 -4.885
H 4.780 -3.262 -5.270
H 5.347 -4.500 -3.076
H 5.343 -1.524 -2.962
H 6.531 -2.563 -3.961
H 6.485 -2.819 -2.310
H 3.685 -2.312 -2.393
C -2.308 -6.534 3.383
C -1.669 -7.509 2.343
C -1.171 -6.701 1.131
O -0.644 -8.282 2.882
H -1.507 -5.857 3.682
H -2.532 -7.118 4.276
H -3.176 -6.012 2.980
H -2.427 -8.208 1.990
H -2.037 -6.491 0.503
H -0.542 -7.389 0.566
H -0.679 -5.768 1.407
H -0.357 -8.897 2.204
C 3.149 0.750 -4.270
C 2.124 0.282 -3.250
C 0.898 -0.177 -3.990
O 2.637 -0.776 -2.411
H 4.080 1.125 -3.844
H 2.662 1.617 -4.717
H 3.346 0.028 -5.062
H 1.905 1.093 -2.555
H 0.595 0.618 -4.671
H 0.119 -0.501 -3.300
H 1.205 -1.007 -4.627
H 1.950 -0.954 -1.765
C 2.641 2.175 4.988
C 2.341 0.680 5.028
C 3.396 -0.155 5.782
O 1.077 0.432 5.695
H 2.040 2.666 5.754
H 2.113 2.631 4.151
H 3.658 2.560 4.911
H 2.316 0.252 4.026
H 4.251 -0.240 5.111
H 3.065 -1.175 5.978
H 3.662 0.231 6.767
H 1.239 0.762 6.582